1.
{"formula": "C4H6O", "method": "wB97M-V/def2-TZVPD", "symbols": ["O", "C", "C", "C", "C", "H", "H", "H", "H", "H", "H"], "xyz": [[2.6406, -0.2586, 0.2926], [1.5359, -0.2463, -0.1957], [0.2938, 0.1144, 0.5241], [-0.7960, 0.7993, -0.2723], [-0.9718, -0.6195, 0.1352], [1.3776, -0.5178, -1.2675], [0.4318, 0.3935, 1.5645], [-1.3646, 1.5713, 0.2365], [-0.5923, 1.0073, -1.3203], [-1.6654, -0.8573, 0.9357], [-0.8893, -1.3857, -0.6323]], "forces_ev_per_angstrom": [[-0.43, 0.00, -0.22], [0.18, 0.01, 0.13], [0.17, 0.02, 0.14], [-0.06, 0.15, -0.12], [-0.11, -0.17, -0.03], [0.06, 0.02, 0.13], [-0.04, -0.04, -0.17], [0.10, -0.15, -0.06], [-0.02, -0.05, 0.19], [0.14, 0.06, -0.13], [0.00, 0.15, 0.13]], "homo_energy_ev": -9.84, "e_tot_ha": -231.2118, "smiles": "O=CC1CC1", "mol_weight_g_mol": 70.1, "e_above_lowest_kj_mol": 31.3, "total_charge": 0}

***

2.
{"formula": "C8H15NO", "method": "wB97M-V/def2-TZVPD", "symbols": ["O", "C", "C", "C", "C", "N", "C", "C", "C", "C", "H", "H", "H", "H", "H", "H", "H", "H", "H", "H", "H", "H", "H", "H", "H"], "xyz": [[-1.9999, 0.2635, -0.9820], [-2.7958, 2.3414, 0.6349], [-2.7700, 2.5018, -0.7302], [-0.7323, -0.2968, -0.9456], [-0.2728, -1.4846, -0.3067], [2.0758, -1.3374, 0.5060], [-2.0685, 1.5433, -1.5488], [2.4697, 0.1277, 0.1917], [2.0339, -1.7304, 1.9753], [1.1147, -2.0063, -0.4280], [-2.1878, 1.4712, 0.9818], [-3.3369, 2.9103, 1.4350], [-3.2060, 3.3132, -1.2360], [-0.0735, 0.2478, -1.5073], [-0.9882, -2.0383, 0.3988], [-2.5361, 1.4788, -2.5261], [-1.0899, 1.9631, -1.7812], [2.5429, 0.3544, -0.8495], [1.7059, 0.7490, 0.5746], [3.4008, 0.3231, 0.7273], [1.9168, -0.9327, 2.7263], [2.9264, -2.3195, 2.2027], [1.1839, -2.3924, 2.1141], [1.1726, -3.1022, -0.1762], [1.5143, -1.9481, -1.4507]], "forces_ev_per_angstrom": [[1.23, -1.36, 0.87], [0.33, -0.36, -1.30], [-0.56, -0.01, 4.65], [-0.45, -4.18, 2.52], [-3.84, 2.68, -0.58], [0.94, 1.02, -0.15], [0.74, -0.27, -1.58], [-0.52, -2.99, 1.62], [-0.17, 0.07, -1.74], [1.32, -0.04, 1.23], [-0.85, 0.74, 0.00], [0.61, -0.25, -1.32], [-0.72, 0.97, -0.45], [1.87, 1.18, -1.52], [0.98, 0.91, -1.23], [-0.38, -0.22, -0.26], [0.48, -0.21, 0.09], [0.31, -0.41, -0.80], [-0.89, 1.10, 0.59], [-0.03, 0.06, -0.25], [0.12, 0.13, -0.63], [0.06, 0.21, 0.14], [-0.17, -0.10, 0.05], [-0.34, 1.00, -0.21], [-0.08, 0.31, 0.26]], "homo_energy_ev": -7.71, "e_tot_ha": -443.6753, "smiles": "C=CCO/C=C/CN(C)C", "mol_weight_g_mol": 141.2, "e_above_lowest_kj_mol": 435.5, "total_charge": 0}

***

What did the first record say?
{"formula": "C4H6O", "method": "wB97M-V/def2-TZVPD", "symbols": ["O", "C", "C", "C", "C", "H", "H", "H", "H", "H", "H"], "xyz": [[2.6406, -0.2586, 0.2926], [1.5359, -0.2463, -0.1957], [0.2938, 0.1144, 0.5241], [-0.7960, 0.7993, -0.2723], [-0.9718, -0.6195, 0.1352], [1.3776, -0.5178, -1.2675], [0.4318, 0.3935, 1.5645], [-1.3646, 1.5713, 0.2365], [-0.5923, 1.0073, -1.3203], [-1.6654, -0.8573, 0.9357], [-0.8893, -1.3857, -0.6323]], "forces_ev_per_angstrom": [[-0.43, 0.00, -0.22], [0.18, 0.01, 0.13], [0.17, 0.02, 0.14], [-0.06, 0.15, -0.12], [-0.11, -0.17, -0.03], [0.06, 0.02, 0.13], [-0.04, -0.04, -0.17], [0.10, -0.15, -0.06], [-0.02, -0.05, 0.19], [0.14, 0.06, -0.13], [0.00, 0.15, 0.13]], "homo_energy_ev": -9.84, "e_tot_ha": -231.2118, "smiles": "O=CC1CC1", "mol_weight_g_mol": 70.1, "e_above_lowest_kj_mol": 31.3, "total_charge": 0}